The following is a quantum chemistry calculation of one molecule with the formula C22H40N2O, from the Open Molecules 2025 dataset.

Each line ends with the Löwdin charge.
Element x y z (Å)
C -6.163769 -2.953529 0.208411  -0.068
C -4.910137 -2.353448 -0.356480  -0.348
C -4.713329 -1.040490 -0.349714  -0.076
C -3.535554 -0.293002 -0.899531  -0.182
N -3.119888 0.724327 0.058953  -0.151
C -2.531999 0.157679 1.261514  -0.140
C -1.066201 -0.257399 1.087925  -0.161
N -0.313149 0.893938 0.637029  -0.168
C -0.811376 1.341293 -0.645963  -0.142
H -0.750156 0.550640 -1.417104  0.124
C -2.278790 1.777986 -0.497765  -0.299
C -2.362171 3.055036 0.356596  -0.128
H -2.018181 3.886432 -0.260343  0.116
H -1.692922 2.965546 1.211702  0.109
C -3.786301 3.341862 0.857438  -0.266
O -4.776096 3.112260 -0.112240  -0.072
H -4.737720 2.167486 -0.314647  0.059
H -3.873513 4.394997 1.136584  0.116
H -3.993215 2.733043 1.748058  0.107
H -2.669158 2.012307 -1.495415  0.145
H -0.213548 2.191997 -0.980589  0.129
C 1.124767 0.767682 0.730073  -0.170
H 1.360523 0.543765 1.772095  0.112
C 1.775839 -0.293423 -0.183865  -0.127
C 3.272729 -0.342122 0.000129  -0.154
C 3.814652 -0.853521 1.107183  -0.231
C 3.036691 -1.513957 2.211914  -0.048
H 2.048926 -1.835717 1.897791  0.065
H 3.585557 -2.386360 2.566438  0.083
H 2.923302 -0.834300 3.057274  0.087
C 5.293289 -0.823823 1.390268  -0.164
C 5.998381 0.232981 0.556153  -0.186
C 5.609963 0.021308 -0.896907  -0.159
H 6.175653 0.692062 -1.546865  0.118
H 5.866545 -1.004052 -1.173590  0.122
C 4.106467 0.242216 -1.133220  -0.497
C 3.760878 -0.451104 -2.462520  -0.043
H 2.781279 -0.163409 -2.834303  0.072
H 3.781070 -1.532299 -2.342705  0.092
H 4.493521 -0.174146 -3.218047  0.086
C 3.824586 1.744637 -1.271473  -0.032
H 4.423091 2.164021 -2.078159  0.087
H 2.777991 1.926599 -1.500514  0.073
H 4.070040 2.268672 -0.350990  0.085
H 5.694585 1.227270 0.887146  0.112
H 7.080857 0.153740 0.676029  0.111
H 5.445755 -0.632849 2.455856  0.116
H 5.722714 -1.808473 1.174423  0.124
H 1.337978 -1.269403 0.038290  0.109
H 1.528122 -0.053203 -1.215590  0.092
H 1.548197 1.748244 0.498210  0.118
H -1.000298 -1.103821 0.379693  0.115
H -0.667535 -0.587609 2.049709  0.127
H -2.582271 0.912231 2.049578  0.118
H -3.134024 -0.702389 1.563052  0.121
H -3.848218 0.221835 -1.816376  0.132
H -2.725211 -0.982553 -1.174265  0.104
H -5.463021 -0.396708 0.091556  0.114
C -3.951911 -3.350835 -0.942752  -0.055
H -4.092959 -4.325725 -0.481594  0.075
H -4.126355 -3.456422 -2.013811  0.089
H -2.917165 -3.048991 -0.799802  0.064
H -5.923229 -3.614116 1.041496  0.080
H -6.846618 -2.184949 0.559972  0.074
H -6.667974 -3.549921 -0.551431  0.082

Cartesian forces (eV/Å) of the 6 atoms listed first:
C 0.05 0.17 -0.02
C -0.11 -0.06 0.05
C 0.15 -0.03 -0.12
C -0.05 -0.15 -0.02
N -0.09 -0.01 -0.13
C 0.16 -0.17 0.22

Values from the calculation:
SMILES string = CC(C)=CCN1CCN(CCC2=C(C)CCCC2(C)C)C[C@@H]1CCO
HOMO = -7.97 eV
Frontier orbital gap = 8.7 eV
Multiplicity = 1
Net charge = 0
Relative energy (zero: lowest compared OMol25 entry of this formula, charge and spin) = 37.1 kJ/mol